{"formula": "C34H97N7O26", "method": "the ωB97M-V functional and the def2-TZVPD basis", "gap_ev": 8.118, "multiplicity": 1, "total_charge": 0, "symbols": ["C", "C", "O", "O", "H", "H", "H", "H", "H", "H", "C", "C", "O", "O", "H", "H", "H", "H", "H", "H", "C", "C", "O", "O", "H", "H", "H", "H", "H", "H", "C", "C", "O", "O", "H", "H", "H", "H", "H", "H", "C", "C", "O", "O", "H", "H", "H", "H", "H", "H", "C", "C", "O", "O", "H", "H", "H", "H", "H", "H", "C", "C", "O", "O", "H", "H", "H", "H", "H", "H", "C", "C", "O", "O", "H", "H", "H", "H", "H", "H", "C", "C", "O", "O", "H", "H", "H", "H", "H", "H", "C", "C", "O", "O", "H", "H", "H", "H", "H", "H", "C", "C", "O", "O", "H", "H", "H", "H", "H", "H", "C", "O", "N", "N", "H", "H", "H", "H", "C", "O", "N", "N", "H", "H", "H", "H", "C", "O", "N", "N", "H", "H", "H", "H", "C", "C", "C", "C", "C", "C", "N", "O", "C", "C", "C", "H", "H", "H", "H", "H", "H", "H", "H", "H", "H", "H", "H", "H", "H", "H", "H", "H", "H", "H"], "positions_angstrom": [[1.315464, -7.551145, -39.547434], [0.418168, -6.352264, -39.246698], [1.266877, -5.228210, -38.830773], [0.454624, -8.627780, -40.000476], [1.858606, -7.869954, -38.657792], [2.162513, -7.244929, -40.161300], [-0.280420, -6.352254, -38.410000], [-0.089828, -6.027061, -40.154594], [1.936388, -5.564846, -38.230748], [-0.093748, -8.281788, -40.708407], [-6.905085, -6.969809, -43.657106], [-6.303495, -5.514341, -43.263840], [-6.761745, -5.128523, -41.999402], [-8.271047, -7.059312, -43.996475], [-6.718928, -7.610441, -42.795103], [-6.347512, -7.265498, -44.545804], [-6.604806, -4.825896, -44.053384], [-5.214067, -5.503292, -43.297282], [-7.703116, -4.953990, -41.928942], [-8.831645, -6.901785, -43.233247], [-9.073629, -2.868847, -27.305960], [-8.094494, -3.941641, -27.858452], [-8.615250, -5.173990, -28.264822], [-10.263527, -2.623895, -27.986796], [-8.535835, -1.961275, -27.031750], [-9.472663, -3.331906, -26.403499], [-7.296016, -4.027835, -27.121502], [-7.596660, -3.610514, -28.769849], [-9.175993, -5.108512, -29.041285], [-10.948541, -3.230155, -27.695610], [-6.334401, 9.110146, -43.857844], [-6.484345, 8.303013, -42.572476], [-5.479372, 8.567135, -41.649685], [-7.551467, 9.244960, -44.606037], [-5.552981, 8.699962, -44.497554], [-5.969581, 10.120823, -43.674699], [-6.578982, 7.227771, -42.724129], [-7.440200, 8.519241, -42.095292], [-4.710715, 8.012900, -41.803272], [-8.076021, 9.863370, -44.092206], [-1.611153, 2.479640, -25.232043], [-3.095362, 2.854876, -25.607280], [-3.234757, 4.206800, -25.663804], [-1.387076, 2.341964, -23.835435], [-0.870335, 3.097018, -25.740097], [-1.530250, 1.466472, -25.625805], [-3.735808, 2.419001, -24.840520], [-3.438876, 2.467036, -26.566279], [-3.217011, 4.552624, -24.768430], [-0.440120, 2.185285, -23.853598], [5.478467, -4.336390, -34.327170], [5.015859, -2.898241, -34.228488], [3.698606, -2.959749, -33.635918], [4.732124, -5.013459, -35.311902], [5.419520, -4.842165, -33.363418], [6.548139, -4.375712, -34.532954], [4.870674, -2.422827, -35.198544], [5.609749, -2.238512, -33.595902], [3.190165, -2.246341, -34.028530], [4.543927, -5.830585, -34.844485], [-14.411086, 3.652577, -34.212278], [-13.446269, 2.636478, -34.938335], [-14.116015, 1.814606, -35.886891], [-15.074095, 4.500926, -35.105965], [-13.925902, 4.264888, -33.452165], [-15.130450, 3.028593, -33.681941], [-12.955876, 1.984901, -34.215097], [-12.684917, 3.208295, -35.468886], [-14.916553, 1.450901, -35.501588], [-15.676884, 3.924106, -35.580853], [-1.658571, 0.048503, -42.339455], [-2.801925, 0.590235, -43.204436], [-3.514517, 1.513851, -42.463221], [-0.569224, 0.847881, -42.520244], [-1.342202, -0.967728, -42.574612], [-2.014153, -0.069494, -41.315863], [-3.414460, -0.255702, -43.516361], [-2.521118, 0.880211, -44.216933], [-3.723461, 1.027533, -41.662326], [-0.527407, 0.956265, -43.473192], [0.479566, 6.333946, -40.764538], [0.757820, 7.741817, -40.209529], [1.390014, 8.636670, -41.248357], [-0.778454, 6.316816, -41.391382], [0.310909, 5.597638, -39.978718], [1.327449, 6.003025, -41.364283], [1.290420, 7.581299, -39.272157], [-0.237454, 8.170727, -40.093087], [1.379621, 9.509565, -40.848916], [-0.903864, 5.398101, -41.640011], [-4.781335, -11.517094, -32.036575], [-5.629900, -10.322081, -32.071768], [-5.397923, -9.471611, -33.193885], [-3.416591, -11.241934, -31.875997], [-4.891281, -12.109139, -32.945139], [-5.057950, -12.243914, -31.272822], [-5.593698, -9.718221, -31.165042], [-6.672399, -10.638316, -32.107616], [-4.518719, -9.088013, -33.155759], [-3.263501, -10.661439, -32.625120], [-9.648967, 0.912823, -41.275417], [-9.790218, 2.009344, -42.404192], [-10.969316, 2.686978, -42.420280], [-9.469624, 1.669214, -40.130407], [-8.786633, 0.256263, -41.391160], [-10.576247, 0.356953, -41.136691], [-9.578016, 1.598437, -43.391223], [-9.000044, 2.739979, -42.231273], [-11.249332, 2.888138, -41.524332], [-9.874477, 2.532065, -40.245256], [2.168071, 2.119951, -36.826512], [2.426954, 2.539890, -35.714383], [2.962736, 2.096425, -37.855636], [0.988783, 1.852100, -37.263497], [2.556152, 1.912785, -38.761754], [3.906876, 2.342700, -37.594783], [0.197926, 1.872431, -36.635624], [0.966511, 1.305457, -38.112492], [-10.207385, 7.008897, -37.404046], [-10.613959, 6.211783, -38.252702], [-11.013052, 7.479230, -36.450117], [-8.957882, 7.440891, -37.196766], [-10.815144, 7.862415, -35.536823], [-11.881123, 6.962983, -36.455849], [-8.162542, 7.332192, -37.809713], [-8.865930, 8.250188, -36.599536], [-1.506335, -6.156626, -30.721032], [-1.721771, -6.754954, -31.756148], [-0.692966, -5.235796, -30.442084], [-2.082136, -6.492874, -29.581562], [-0.002310, -4.899320, -31.097736], [-0.888020, -4.638631, -29.651235], [-2.760982, -7.238688, -29.526515], [-1.911419, -5.988979, -28.723044], [-3.936443, -1.398287, -35.756259], [-4.436568, -0.319514, -34.815206], [-3.451416, -0.345731, -33.600839], [-3.578908, 0.887561, -32.694352], [-3.534941, 2.237460, -33.381105], [-4.473574, 2.292638, -34.603249], [-4.433065, 1.000954, -35.392349], [-4.958659, 0.981772, -36.694487], [-5.877697, 2.618315, -34.134799], [-3.832036, 3.481079, -35.488506], [-5.861887, -0.741670, -34.246867], [-4.539863, -1.598321, -36.641682], [-3.850271, -2.384193, -35.299489], [-2.967285, -1.153634, -36.190993], [-3.896280, -1.076540, -32.925456], [-2.443602, -0.723162, -33.773904], [-2.775761, 0.794786, -31.963295], [-4.490983, 0.813697, -32.102092], [-2.524074, 2.409506, -33.750766], [-3.785661, 2.914890, -32.564820], [-6.597785, 2.578471, -34.952106], [-6.257768, 1.997262, -33.323666], [-6.049867, 3.612994, -33.723606], [-4.463084, 3.635011, -36.363818], [-3.916663, 4.314478, -34.791083], [-2.774018, 3.512136, -35.748751], [-5.920224, -1.819742, -34.097014], [-6.625302, -0.603051, -35.012425], [-6.140227, -0.170967, -33.360917], [-5.896023, 1.058773, -36.502104]], "forces_ev_per_angstrom": [[-1.459, -0.226, 0.747], [1.681, 1.759, 0.905], [-0.157, -0.123, -0.913], [1.322, 0.396, 0.237], [-0.554, -0.423, 0.363], [-0.448, -0.055, -0.998], [-0.349, -1.323, -0.324], [-0.043, 0.023, -0.012], [0.010, -0.042, 0.149], [0.008, 0.038, -0.138], [1.307, 1.503, 0.521], [-2.026, -1.667, -1.173], [0.642, 0.335, 0.953], [-0.056, 0.632, -0.312], [0.373, -0.219, -0.100], [-0.068, -0.389, 0.101], [-0.260, 0.248, -0.064], [-0.037, -0.380, 0.476], [0.012, -0.030, -0.573], [0.115, -0.029, 0.169], [-0.256, -2.304, 1.547], [0.137, 1.704, -1.827], [-0.607, -1.174, 1.316], [-0.339, 0.758, -1.807], [-0.096, 0.110, -0.349], [0.801, 0.113, 0.869], [-0.219, -0.610, 0.186], [0.270, 0.935, 0.032], [0.091, 0.470, 0.007], [0.223, -0.003, 0.023], [0.041, 0.435, -0.477], [-0.903, -0.410, -0.241], [0.738, 0.417, 0.748], [0.481, -0.478, 0.307], [-0.283, -0.392, -0.233], [0.089, 0.053, 0.680], [0.219, -0.161, -0.585], [-0.075, 0.540, 0.057], [-0.012, -0.038, -0.117], [-0.282, 0.021, -0.122], [-1.891, -1.759, -1.304], [1.680, -1.111, 1.026], [-0.692, 2.326, -0.043], [0.119, 0.816, -0.316], [-0.205, 0.383, 0.106], [0.385, -0.251, -0.436], [-0.110, -0.270, 0.162], [0.525, -0.235, -0.070], [0.034, 0.181, 0.018], [0.155, -0.080, 0.855], [1.045, 1.005, 0.123], [-1.460, -0.107, 0.534], [0.092, 0.156, -0.006], [0.084, -0.511, 0.456], [-0.476, 0.211, 0.249], [0.235, 0.157, -0.462], [0.582, -0.262, -0.293], [0.536, -0.293, -0.069], [-0.177, -0.036, 0.135], [-0.491, -0.322, -0.671], [0.660, -1.435, -0.247], [-0.471, 0.858, 0.593], [-0.052, 0.543, -0.240], [-0.115, 0.094, -0.124], [0.349, -0.070, -0.214], [-0.306, -0.086, 0.288], [0.104, 0.162, 0.327], [-0.047, -0.160, -0.191], [-0.005, -0.130, 0.220], [-0.096, 0.235, -0.418], [-1.127, -1.421, -1.243], [-0.021, -2.609, 0.013], [-0.541, 0.956, -0.174], [1.838, 1.515, 0.579], [-0.441, -0.486, -0.497], [0.289, 0.727, 0.318], [-0.642, -0.449, 0.438], [0.557, 1.135, 0.323], [-0.332, 0.385, 0.245], [0.430, 0.273, 0.042], [0.123, 0.513, 0.812], [-0.604, -0.036, -1.943], [-0.297, -1.797, 1.690], [-0.215, 0.160, -1.213], [0.959, 0.242, 0.777], [-0.067, 0.012, -0.449], [0.398, 0.771, -0.116], [0.044, -0.005, 0.734], [0.041, 0.131, -0.040], [-0.415, -0.017, -0.253], [0.334, -1.987, -0.016], [-1.226, 1.203, 0.238], [-0.177, -0.454, -0.218], [0.319, 0.547, -0.029], [-0.311, 0.160, -0.487], [-0.188, 0.396, 0.454], [0.460, -0.076, 0.297], [-0.097, -0.015, -0.411], [0.054, 0.183, 0.238], [0.869, 0.094, -0.035], [-0.741, 1.625, -1.423], [2.305, -1.901, -0.117], [-2.070, 0.381, -0.116], [0.563, 0.398, 2.149], [-0.081, 0.034, -0.240], [-0.061, -0.442, -0.564], [-0.416, -0.102, -0.132], [0.585, -0.145, 0.184], [-0.207, 0.154, 0.024], [0.132, 0.033, 0.274], [0.427, 2.134, 2.170], [0.599, -0.265, 0.853], [3.949, -0.160, -1.522], [-5.531, -1.690, -0.666], [1.163, 0.318, 0.068], [0.113, -0.144, -1.107], [0.146, -0.255, -0.240], [-0.906, 0.038, 0.424], [0.099, -1.762, -0.918], [0.755, 0.874, 0.413], [-3.274, 0.154, 1.368], [2.445, 1.075, -0.059], [0.709, -0.090, -0.465], [-0.150, 0.285, 0.001], [-0.621, -0.370, -0.290], [0.031, -0.214, -0.086], [-2.752, -4.052, -1.113], [0.328, 0.013, -1.036], [5.336, 6.099, -0.232], [-3.064, -1.842, 3.294], [-0.393, -0.010, -0.073], [0.411, -0.145, -0.325], [0.127, 0.279, -0.289], [-0.021, -0.385, -0.271], [0.103, -0.365, -1.341], [-0.274, -0.701, 1.858], [-1.756, 0.037, 0.956], [0.690, -0.453, -0.139], [0.330, -1.561, -0.102], [1.400, 0.367, -1.150], [2.246, 0.348, 0.533], [-0.353, 0.909, 0.842], [-1.111, 0.588, -0.147], [-1.863, -0.424, 1.065], [0.507, 0.035, -1.096], [-0.494, 0.375, 0.089], [0.055, 0.203, 0.546], [0.208, 0.213, 0.297], [0.230, -0.720, -0.207], [0.079, 0.616, -0.537], [0.094, 0.289, 0.164], [-0.227, -0.067, -0.105], [0.090, 0.165, 0.229], [-0.101, 0.743, -0.631], [-0.099, -0.260, -0.172], [0.288, -0.499, -0.201], [0.662, 0.372, -0.139], [0.194, 0.244, -0.045], [-0.313, 0.442, -0.263], [-0.064, -1.059, -0.031], [0.294, 0.007, 0.519], [-0.119, 0.439, -0.134], [0.044, -0.233, -0.006], [-0.709, -0.047, -0.683]], "mulliken_charge": [-0.4099, -0.2970, -0.5291, -0.5067, 0.3149, 0.2880, 0.2499, 0.2937, 0.2771, 0.3196, -0.3777, -0.3526, -0.5234, -0.5098, 0.2783, 0.3072, 0.2549, 0.3225, 0.3022, 0.2981, -0.3656, -0.3565, -0.5446, -0.5435, 0.3231, 0.2430, 0.3183, 0.2845, 0.3132, 0.3278, -0.4052, -0.2654, -0.5277, -0.5176, 0.2957, 0.2767, 0.2390, 0.2852, 0.3089, 0.3097, -0.3836, -0.4460, -0.5275, -0.4999, 0.3329, 0.2894, 0.2831, 0.3156, 0.3202, 0.3156, -0.4837, -0.3750, -0.5038, -0.4700, 0.3336, 0.2825, 0.3217, 0.2811, 0.2910, 0.3213, -0.5353, -0.2571, -0.5151, -0.4882, 0.3317, 0.3256, 0.2768, 0.2342, 0.3003, 0.3264, -0.4096, -0.5138, -0.4748, -0.4943, 0.2864, 0.3139, 0.2614, 0.4191, 0.3009, 0.3110, -0.3616, -0.3355, -0.5258, -0.5049, 0.2832, 0.3153, 0.2882, 0.2556, 0.3004, 0.2814, -0.3641, -0.3743, -0.5084, -0.4881, 0.2518, 0.3337, 0.2379, 0.3041, 0.3084, 0.2980, -0.2491, -0.5571, -0.4997, -0.4813, 0.2762, 0.2352, 0.3475, 0.3445, 0.3122, 0.2712, 0.7106, -0.6703, -0.4099, -0.3513, 0.1756, 0.2300, 0.1622, 0.1576, 0.5654, -0.6367, -0.4334, -0.3632, 0.2132, 0.2361, 0.2252, 0.1951, 0.6699, -0.6484, -0.3523, -0.3764, 0.2001, 0.1820, 0.1946, 0.1329, -1.9361, 1.4823, -0.9895, -0.8647, -0.8550, 1.1299, 0.1954, -0.3459, -1.5826, -1.5798, -1.7567, 0.3536, 0.4151, 0.4362, 0.3379, 0.4646, 0.3618, 0.3338, 0.3909, 0.3501, 0.3688, 0.3062, 0.4231, 0.3451, 0.4225, 0.2942, 0.4491, 0.3950, 0.3067, 0.3475]}